P:
# C4H7N2S

The ion C4H7N2S with charge +1 (ωB97M-V with the def2-TZVPD basis set, OMol25).

The value obtained for the HOMO energy is -13.5 eV. For the HOMO-LUMO gap, the calculation gives 0.26556 Eh. The LUMO energy is -6.281 eV.

```
! wB97M-V def2-TZVPD RIJCOSX def2/J DEFGRID3
* xyz 1 1
C -0.95 -1.30 0.26
C 1.97 0.35 0.14
C 0.56 0.64 0.44
C -0.21 1.28 -0.63
N -0.06 -0.57 1.03
N -1.02 -1.24 -1.01
S 3.36 -0.24 -0.11
H -1.56 -1.91 0.96
H 0.58 1.46 1.23
H 0.49 1.70 -1.33
H -0.88 1.93 -0.15
H -0.68 0.56 -1.29
H 0.08 -0.88 1.93
H -1.68 -1.76 -1.48
*
```


Q:
# C4H7N2S

A cluster of 2 separate species, C4H7N2S in total (ωB97M-V with the def2-TZVPD basis set, OMol25).

The value obtained for the HOMO energy is -13.1 eV. For the HOMO-LUMO gap, the calculation gives 0.29565 Eh. The LUMO energy is -5.083 eV.

```
! wB97M-V def2-TZVPD RIJCOSX def2/J DEFGRID3
* xyz 1 1
C 2.55 1.97 0.39
C 0.09 0.03 -1.23
C -1.30 0.12 0.63
C -0.16 -1.92 0.29
N 1.80 1.31 -0.15
N -0.47 -0.56 -0.23
S -2.68 0.80 0.11
H 2.99 2.93 0.70
H -3.32 1.39 1.16
H 0.86 -0.38 -1.73
H -0.11 1.04 -1.33
H -0.01 -1.80 1.44
H 0.72 -2.30 -0.19
H -0.97 -2.60 0.13
*
```


Which of them is the most stable? Correct choice: P.


P:
# C4H7N2S

The ion C4H7N2S with charge +1 (ωB97M-V with the def2-TZVPD basis set, OMol25).

The value obtained for the HOMO energy is -12.8 eV. For the HOMO-LUMO gap, the calculation gives 0.24766 Eh. The LUMO energy is -6.082 eV.

```
! wB97M-V def2-TZVPD RIJCOSX def2/J DEFGRID3
* xyz 1 1
C 1.63 0.48 0.83
C 0.47 1.10 0.45
C 1.05 -1.23 -0.60
C -1.60 0.46 -0.74
N 1.92 -0.70 0.16
N -0.32 0.44 -0.33
S -2.61 -0.10 0.66
H 2.36 0.89 1.38
H 0.09 2.03 0.99
H 1.19 -2.16 -1.28
H -1.99 1.52 -0.86
H -1.86 -0.07 -1.64
H 2.67 -1.23 0.45
H -3.00 -1.46 0.53
*
```


Q:
# C4H7N2S

The ion C4H7N2S with charge +1 (ωB97M-V with the def2-TZVPD basis set, OMol25).

The value obtained for the HOMO energy (alpha / beta) is -13.1 / -12.4 eV. The SMILES is SN1C=[NH+]C=CC1. For the HOMO-LUMO gap (alpha / beta), the calculation gives 0.29618 / 0.28471 Eh. The LUMO energy (alpha / beta) is -5.017 / -4.661 eV.

```
! wB97M-V def2-TZVPD RIJCOSX def2/J DEFGRID3
* xyz 1 1
S 1.94 0.26 -1.77
N 0.83 -0.22 -0.55
C 1.12 0.24 0.67
N 0.17 0.77 1.54
C -1.16 0.75 1.22
C -1.56 0.06 -0.45
C -0.52 -0.91 -0.76
H 2.10 -0.92 -2.34
H 2.14 0.36 0.95
H 0.53 1.06 2.54
H -1.99 1.38 1.68
H -2.60 0.45 -0.75
H -0.59 -1.89 -0.23
H -0.39 -1.38 -1.75
*
```


Which of them is the most stable? Correct choice: Q.


P:
# C5H11O2

A cluster of 2 separate species, C5H11O2 in total (ωB97M-V with the def2-TZVPD basis set, OMol25).

The value obtained for the HOMO energy (alpha / beta) is -10.7 / -10.6 eV. For the HOMO-LUMO gap (alpha / beta), the calculation gives 0.42091 / 0.26924 Eh. The LUMO energy (alpha / beta) is 0.791 / -3.236 eV.

```
! wB97M-V def2-TZVPD RIJCOSX def2/J DEFGRID3
* xyz 0 2
C 1.40 1.85 0.00
C 0.69 2.78 -0.96
H 2.46 1.94 -0.20
H 1.09 2.10 1.02
H 1.08 0.81 -0.13
H 0.78 2.44 -2.00
H 0.82 3.85 -0.77
H -0.41 2.70 -0.85
C -1.35 -1.89 0.00
C -1.08 -1.92 1.51
C 0.06 -1.76 -0.67
O 0.19 -0.59 -1.17
O 0.75 -2.73 -0.85
H -1.79 -2.79 -0.39
H -1.97 -1.03 -0.24
H -0.95 -2.95 1.82
H -1.70 -1.31 2.16
H -0.08 -1.51 1.70
*
```


Q:
# C5H11O2

A cluster of 2 separate species, C5H11O2 in total (ωB97M-V with the def2-TZVPD basis set, OMol25).

The value obtained for the HOMO energy (alpha / beta) is -10.6 / -10.4 eV. For the HOMO-LUMO gap (alpha / beta), the calculation gives 0.41946 / 0.25815 Eh. The LUMO energy (alpha / beta) is 0.843 / -3.384 eV.

```
! wB97M-V def2-TZVPD RIJCOSX def2/J DEFGRID3
* xyz 0 2
C -0.88 1.47 1.96
C -1.24 1.91 0.57
H 0.20 1.73 2.13
H -1.27 2.08 2.77
H -0.75 0.36 2.01
H -2.29 2.00 0.31
H -0.73 1.23 -0.19
H -0.68 2.81 0.30
C 1.21 -1.42 -1.55
C -0.19 -0.84 -1.22
C 1.62 -2.03 -0.16
O 2.34 -1.35 0.58
O 1.23 -3.20 -0.05
H 1.24 -2.12 -2.38
H 1.94 -0.60 -1.73
H -0.14 0.22 -0.88
H -0.68 -1.48 -0.46
H -0.95 -0.78 -2.00
*
```


Which of them is the most stable? Correct choice: P.


P:
# C6H17N2

A cluster of 2 separate species, C6H17N2 in total (ωB97M-V with the def2-TZVPD basis set, OMol25).

The value obtained for the HOMO energy is -12.5 eV. For the HOMO-LUMO gap, the calculation gives 0.34843 Eh. The LUMO energy is -3.000 eV.

```
! wB97M-V def2-TZVPD RIJCOSX def2/J DEFGRID3
* xyz 1 1
C 1.10 1.81 0.14
C 0.21 2.19 -1.04
C 0.57 3.59 -1.56
N 0.61 0.53 0.77
H 2.13 1.64 -0.15
H 1.06 2.59 0.90
H -0.82 2.20 -0.67
H 0.28 1.44 -1.83
H 0.31 4.30 -0.78
H 1.63 3.71 -1.77
H 0.03 3.81 -2.48
H -0.32 0.68 1.15
H 0.58 -0.26 0.07
H 1.19 0.31 1.57
C -1.96 -3.08 1.70
C -0.66 -2.70 1.03
C -0.58 -2.24 -0.21
N 0.64 -1.81 -0.81
H -2.79 -2.97 1.00
H -1.96 -4.13 2.00
H -2.11 -2.46 2.57
H 0.26 -2.79 1.60
H -1.45 -2.14 -0.84
H 0.60 -1.84 -1.82
H 1.44 -2.38 -0.55
*
```


Q:
# C6H17N2

The ion C6H17N2 with charge +1 (ωB97M-V with the def2-TZVPD basis set, OMol25).

The value obtained for the HOMO energy is -13.2 eV. The SMILES is CCNC[C@H]([NH3+])CC. For the HOMO-LUMO gap, the calculation gives 0.35800 Eh. The LUMO energy is -3.480 eV.

```
! wB97M-V def2-TZVPD RIJCOSX def2/J DEFGRID3
* xyz 1 1
C 3.00 1.37 1.70
C 1.95 0.67 0.82
N 0.58 1.20 1.21
C -0.27 1.19 0.04
C -0.46 -0.12 -0.72
N -1.47 0.24 -1.84
C -1.08 -1.26 0.08
C -1.92 -2.26 -0.70
H 4.04 1.27 1.42
H 2.90 0.85 2.65
H 2.77 2.43 1.78
H 1.98 -0.40 1.05
H 2.12 0.86 -0.25
H 0.20 0.40 1.72
H -1.25 1.58 0.34
H 0.15 1.96 -0.62
H 0.43 -0.42 -1.26
H -2.36 0.35 -1.37
H -1.24 1.04 -2.43
H -1.55 -0.60 -2.40
H -1.69 -0.77 0.85
H -0.31 -1.81 0.62
H -2.95 -1.95 -0.89
H -1.99 -3.18 -0.13
H -1.58 -2.62 -1.67
*
```


R:
# C6H17N2

A cluster of 2 separate species, C6H17N2 in total (ωB97M-V with the def2-TZVPD basis set, OMol25).

The value obtained for the HOMO energy is -12.9 eV. For the HOMO-LUMO gap, the calculation gives 0.21571 Eh. The LUMO energy is -6.993 eV.

```
! wB97M-V def2-TZVPD RIJCOSX def2/J DEFGRID3
* xyz 1 1
N 0.70 1.48 -3.84
C 0.44 0.41 -0.24
C -0.98 0.19 -0.30
C -1.65 0.37 1.13
C -3.19 0.22 0.88
C 1.49 -0.60 -0.26
N 1.52 -1.54 0.89
C 1.70 -0.85 2.20
H 0.67 0.68 -3.25
H 1.39 1.46 -4.58
H 0.58 2.32 -3.33
H 0.66 1.40 0.17
H -1.24 -0.82 -0.65
H -1.58 0.81 -0.98
H -1.23 -0.34 1.84
H -1.49 1.41 1.44
H -3.44 -0.75 0.44
H -3.49 0.96 0.14
H -3.65 0.42 1.84
H 2.50 -0.19 -0.18
H 1.46 -1.21 -1.17
H 0.64 -2.03 0.99
H 2.70 -0.43 2.32
H 1.01 -0.02 2.34
H 1.55 -1.61 2.97
*
```


S:
# C6H17N2

A cluster of 2 separate species, C6H17N2 in total (ωB97M-V with the def2-TZVPD basis set, OMol25).

The value obtained for the HOMO energy is -13.7 eV. For the HOMO-LUMO gap, the calculation gives 0.24701 Eh. The LUMO energy is -6.948 eV.

```
! wB97M-V def2-TZVPD RIJCOSX def2/J DEFGRID3
* xyz 1 1
N 3.65 1.21 0.30
C -0.13 0.50 -0.12
C 0.60 -0.74 0.04
C 1.19 -0.87 1.46
C -0.28 -1.98 -0.31
C -1.38 0.84 0.56
N -2.60 0.33 -0.13
C -2.70 0.73 -1.55
H 3.59 1.44 -0.68
H 2.86 1.65 0.74
H 4.47 1.69 0.66
H 0.40 1.24 -0.73
H 1.42 -0.94 -0.65
H 0.47 -1.24 2.18
H 1.54 0.14 1.70
H 2.12 -1.42 1.44
H -0.74 -1.89 -1.30
H -1.15 -2.08 0.35
H 0.33 -2.88 -0.37
H -1.32 0.47 1.59
H -1.54 1.92 0.64
H -2.57 -0.67 0.00
H -3.14 1.72 -1.65
H -1.74 0.72 -2.04
H -3.38 0.08 -2.10
*
```


Which of them is the most stable? Correct choice: P.


P:
# C2H2BrFO

A cluster of 2 separate species, C2H2BrFO in total (ωB97M-V with the def2-TZVPD basis set, OMol25).

The value obtained for the HOMO energy (alpha / beta) is -10.8 / -9.8 eV. For the HOMO-LUMO gap (alpha / beta), the calculation gives 0.32396 / 0.23184 Eh. The LUMO energy (alpha / beta) is -1.950 / -3.534 eV.

```
! wB97M-V def2-TZVPD RIJCOSX def2/J DEFGRID3
* xyz 0 1
C 0.58 0.70 -0.32
C 0.28 -0.55 0.43
O 1.13 1.76 -0.05
F 0.08 -1.62 -0.19
Br -2.79 -0.08 -0.01
H 0.29 0.51 -1.39
H 0.42 -0.72 1.54
*
```


Q:
# C2H2BrFO

A cluster of 2 separate species, C2H2BrFO in total (ωB97M-V with the def2-TZVPD basis set, OMol25).

The value obtained for the HOMO energy (alpha / beta) is -10.5 / -9.7 eV. For the HOMO-LUMO gap (alpha / beta), the calculation gives 0.32976 / 0.21639 Eh. The LUMO energy (alpha / beta) is -1.518 / -3.781 eV.

```
! wB97M-V def2-TZVPD RIJCOSX def2/J DEFGRID3
* xyz 0 1
C -0.51 0.73 -0.16
C 0.56 -0.11 -0.79
O -0.28 1.76 0.51
F 0.32 -1.35 -1.11
Br -0.14 -1.54 2.32
H -1.54 0.48 -0.23
H 1.58 0.03 -0.56
*
```


Which of them is the most stable? Correct choice: P.


P:
# C2H3O2P

The molecule C2H3O2P (ωB97M-V with the def2-TZVPD basis set, OMol25).

The value obtained for the HOMO energy is -10.0 eV. The SMILES is O=C1O[C@@H]1P. For the HOMO-LUMO gap, the calculation gives 0.38063 Eh. The LUMO energy is 0.320 eV.

```
! wB97M-V def2-TZVPD RIJCOSX def2/J DEFGRID3
* xyz 0 1
O -3.52 0.51 1.01
C -2.56 -0.12 0.82
O -2.07 -1.35 0.88
C -1.27 -0.40 0.07
P 0.92 -0.34 0.26
H -1.21 -0.55 -0.95
H 0.92 -1.65 -0.05
H 1.16 0.05 -1.20
*
```


Q:
# C2H3O2P

A cluster of 2 separate species, C2H3O2P in total (ωB97M-V with the def2-TZVPD basis set, OMol25).

The value obtained for the HOMO energy is -9.7 eV. The SMILES is C#P=O.C=O. For the HOMO-LUMO gap, the calculation gives 0.30164 Eh. The LUMO energy is -1.479 eV.

```
! wB97M-V def2-TZVPD RIJCOSX def2/J DEFGRID3
* xyz 0 1
C 1.76 -1.24 -0.09
P 2.05 0.33 -0.17
O 1.48 1.62 -0.51
H 2.42 -1.99 0.41
C -1.91 0.36 0.09
O -1.00 -0.17 -0.50
H -2.24 1.39 0.06
H -2.55 -0.31 0.72
*
```


Which of them is the most stable? Correct choice: P.


P:
# C3H7N3

A cluster of 2 separate species, C3H7N3 in total (ωB97M-V with the def2-TZVPD basis set, OMol25).

The value obtained for the HOMO energy is -20.1 eV. For the HOMO-LUMO gap, the calculation gives 0.42511 Eh. The LUMO energy is -8.522 eV.

```
! wB97M-V def2-TZVPD RIJCOSX def2/J DEFGRID3
* xyz 2 1
C -0.54 1.87 0.20
C 0.30 -2.11 0.08
C 0.21 0.79 0.14
N -0.58 -2.08 0.88
N -1.12 2.99 0.17
N 1.19 -2.12 -0.85
H -0.16 -0.08 -0.54
H 1.15 0.66 0.64
H -0.84 -2.65 1.68
H -1.87 3.37 0.86
H -0.98 3.71 -0.55
H 2.17 -1.88 -0.88
H 1.07 -2.47 -1.85
*
```


Q:
# C3H7N3

A cluster of 2 separate species, C3H7N3 in total (ωB97M-V with the def2-TZVPD basis set, OMol25).

The value obtained for the HOMO energy (alpha / beta) is -20.1 / -20.1 eV. For the HOMO-LUMO gap (alpha / beta), the calculation gives 0.31746 / 0.31749 Eh. The LUMO energy (alpha / beta) is -11.468 / -11.468 eV.

```
! wB97M-V def2-TZVPD RIJCOSX def2/J DEFGRID3
* xyz 2 1
C 0.24 -0.14 1.55
C -1.02 1.75 0.60
C 1.35 -1.25 -0.33
N -0.45 0.71 1.22
N -1.72 1.44 -0.41
N 0.57 -1.28 -1.36
H 0.59 -0.97 2.23
H -0.99 2.73 1.13
H 2.21 -0.57 -0.54
H 1.30 -2.12 0.25
H -2.43 2.14 -0.60
H 0.57 -0.56 -2.15
H -0.23 -1.87 -1.61
*
```


Which of them is the most stable? Correct choice: P.